# 1
Formula: C6H8N3S
Source: OMol25
Level of theory: ωB97M-V with the def2-TZVPD basis set

The geometry in XYZ format:
```
18
Properties=species:S:1:pos:R:3:forces:R:3
C 2.3758 1.4142 0.0061 1.070 0.367 0.007
C 3.3136 0.4423 0.0047 -0.388 0.170 -0.004
C -0.5095 -0.7572 -0.0041 6.057 0.901 0.025
C 1.1060 -0.4658 -0.0061 -5.759 -0.931 -0.010
C -1.2242 -2.0323 0.0090 -0.502 -0.202 -0.019
C -2.3525 0.8649 -0.0121 -0.945 0.502 -0.134
N -0.0686 1.4499 0.0039 -0.284 1.645 0.005
N -0.9660 0.4826 0.0015 1.216 -0.680 0.055
N 1.1164 0.8804 -0.0013 -0.845 -1.761 -0.015
S 2.6552 -1.1585 -0.0055 -0.052 0.108 0.004
H 2.5216 2.4774 0.0130 -0.016 0.152 -0.003
H 4.3774 0.5779 0.0081 0.184 0.074 0.001
H -1.8899 -2.0874 0.8726 0.009 -0.083 0.009
H -1.8307 -2.1426 -0.8911 -0.005 -0.082 -0.017
H -0.5219 -2.8591 0.0594 0.001 0.011 0.001
H -2.4499 1.8220 0.4977 0.042 -0.134 0.004
H -2.6975 0.9825 -1.0408 0.099 -0.063 0.058
H -2.9554 0.1089 0.4850 0.118 0.005 0.032
```
Forces are in eV/Å.

Summary:
Net charge: +1
HOMO, eV: -12.9
Energy above the lowest of the compared OMol25 structures with the same formula, charge and spin, kJ/mol: 123.5
HOMO-LUMO gap, eV: 9.423
SMILES string: Cc1c2scc[n+]2nn1C

---

# 2
Formula: C2H5FO
Source: OMol25
Level of theory: ωB97M-V with the def2-TZVPD basis set

The geometry in XYZ format:
```
9
Properties=species:S:1:pos:R:3:forces:R:3
C -0.9874 0.0033 0.3112 3.635 3.566 -2.204
C 1.2607 -0.2200 0.3364 -1.970 1.369 0.135
O -1.2764 -0.0950 -1.0428 0.484 -4.421 2.324
F 1.3476 -0.4035 -0.9860 0.190 -0.663 -1.655
H -1.3460 -0.7791 0.8714 -0.813 -1.492 1.299
H -1.1421 1.0946 0.5770 0.221 -1.707 0.698
H 1.8010 0.7545 0.4753 -0.811 -0.768 0.823
H 1.7311 -1.0825 0.8389 -0.635 0.398 0.203
H -1.3885 0.7277 -1.3815 -0.301 3.719 -1.625
```
Forces are in eV/Å.

Summary:
HOMO, eV: -8.6
Energy above the lowest of the compared OMol25 structures with the same formula, charge and spin, kJ/mol: 300.1
HOMO-LUMO gap, eV: 9.574

---

# 3
Formula: C6H8N2OS
Source: OMol25
Level of theory: ωB97M-V with the def2-TZVPD basis set

The geometry in XYZ format:
```
18
Properties=species:S:1:pos:R:3:forces:R:3
C -2.1077 -1.0231 3.0270 -1.262 0.500 0.419
C -1.7573 -0.9698 1.7227 0.607 -0.516 1.394
C -0.2158 -0.0741 3.0438 -0.948 0.072 -1.173
C 0.2100 1.2696 -1.8501 -0.927 -0.222 0.520
C 1.1288 -0.0074 -1.8406 -0.534 -0.133 1.385
C 0.4054 -0.3577 0.7168 0.137 0.641 -2.015
N -1.2091 -0.3990 3.8389 1.899 0.513 -0.155
N -0.5040 -0.3963 1.7052 -0.359 -0.418 1.361
O 0.3182 2.1677 -0.8750 0.791 -0.743 0.569
S 0.2112 -1.1645 -0.7453 -0.192 -0.495 -0.420
H -3.0422 -1.3779 3.4496 0.242 -0.104 -0.206
H -2.1643 -1.6037 1.0136 -0.563 -0.442 -1.841
H 0.7094 0.4669 3.1069 0.102 0.150 1.112
H 0.3914 1.7153 -2.8141 0.125 0.520 -0.857
H -0.8831 0.9274 -1.8664 0.971 -0.257 -0.482
H 1.2955 -0.4305 -2.8154 -0.491 -0.462 -0.408
H 2.1193 -0.0042 -1.3835 0.006 0.968 0.027
H 1.2328 0.3159 0.7149 0.394 0.428 0.770
```
Forces are in eV/Å.

Summary:
HOMO (spin up / spin down), eV: -9.3 / -7.1
Energy above the lowest of the compared OMol25 structures with the same formula, charge and spin, kJ/mol: 452.5
HOMO-LUMO gap (spin up / spin down), eV: 8.489 / 5.454